ORCA calculation (ωB97M-V with the def2-TZVPD basis set) on an isolated molecule of C4H5NOS in a non-equilibrium geometry.

Values from the calculation:
2S+1: 1
Energy relative to the best compared isomer or geometry (same formula, charge and spin) in eV: 2.996
E_HOMO in hartree: -0.3063
Charge: 0
Structure (SMILES): S=C1NO[C@H]2C[C@@H]12
Frontier orbital gap in eV: 9.14

CARTESIAN COORDINATES (ANGSTROEM)
S: -2.901 0.001 -0.034
C: -1.303 0.245 -0.131
N: -0.690 1.349 0.165
O: 0.693 1.445 -0.125
C: 1.073 0.116 -0.411
C: 0.820 -0.890 0.618
C: -0.197 -0.718 -0.499
H: -1.117 2.224 0.520
H: 1.873 0.035 -1.078
H: 0.560 -0.579 1.665
H: 1.484 -1.743 0.615
H: -0.294 -1.484 -1.305